Entry from OMol25: C9H13N5O3 in the gas phase at a distorted geometry (the ωB97M-V functional and the def2-TZVPD basis).

Cartesian coordinates (Å):
O1 3.346 0.014 -0.767
O2 -2.387 2.526 -1.571
O3 3.174 2.241 -1.268
N1 -0.210 3.006 -1.473
N2 -1.067 0.805 -0.801
N3 2.578 0.970 -0.944
N4 2.205 3.228 -1.482
N5 0.702 -0.883 0.391
C1 -1.170 2.062 -1.268
C2 0.189 0.133 -0.908
C3 -3.460 1.551 -1.573
C4 1.015 2.551 -1.296
C5 0.094 -1.536 2.636
C6 0.373 -2.341 0.335
C7 -0.146 -2.718 1.716
C8 0.727 -0.423 1.819
C9 1.246 1.162 -0.966
H1 -0.336 -2.543 -0.475
H2 0.774 -1.786 3.442
H3 -3.366 0.873 -0.718
H4 -1.197 -2.996 1.686
H5 0.225 -0.706 -1.784
H6 1.781 -0.256 2.079
H7 -4.382 2.138 -1.529
H8 1.303 -2.877 0.083
H9 -0.833 -1.227 3.105
H10 1.677 -0.845 0.084
H11 0.212 0.537 1.911
H12 0.381 -3.615 2.034
H13 -3.448 0.956 -2.497

Computed properties:
Orbital gap   7.90 eV
LUMO energy   0.08 eV
Largest force on an atom   3.42 eV Å⁻¹
Total energy   -850.023094 hartree
HOMO energy   -7.8 eV

Entry from OMol25: 2 unconnected molecules or ions with the total composition C9H13NO at a distorted geometry (the ωB97M-V functional and the def2-TZVPD basis).

Cartesian coordinates (Å):
O1 0.435 1.778 -2.527
N1 0.438 2.979 -0.619
C1 -0.157 -2.219 0.322
C2 -1.132 -1.288 -0.037
C3 0.921 2.023 -1.439
C4 0.096 -1.100 2.441
C5 0.446 -2.124 1.572
C6 2.098 1.233 -0.921
C7 -0.692 -0.057 1.968
C8 -1.310 -0.138 0.719
C9 -1.837 -1.408 -1.369
H1 -1.398 -0.738 -2.109
H2 -0.722 0.839 2.578
H3 -1.965 0.688 0.477
H4 2.964 1.876 -0.800
H5 1.911 0.806 0.060
H6 1.324 -2.717 1.814
H7 0.829 3.279 0.257
H8 -0.022 -3.100 -0.291
H9 2.288 0.397 -1.581
H10 -0.325 3.570 -0.908
H11 0.506 -1.039 3.439
H12 -2.882 -1.117 -1.300
H13 -1.813 -2.424 -1.746

Computed properties:
Orbital gap   9.80 eV
LUMO energy   0.77 eV
Largest force on an atom   1.45 eV Å⁻¹
Total energy   -480.749026 hartree
HOMO energy   -9.0 eV
SMILES   Cc1ccccc1.CC(N)=O

Entry from OMol25: 2 unconnected molecules or ions with the total composition C9H13NO2 at a distorted geometry (the ωB97M-V functional and the def2-TZVPD basis).

Cartesian coordinates (Å):
O1 -0.231 -3.103 -2.521
O2 2.258 -0.319 2.676
N1 0.472 -1.288 -1.456
C1 0.356 2.299 0.835
C2 1.378 1.782 1.685
C3 -0.766 1.619 0.413
C4 -1.672 2.070 -0.674
C5 1.328 0.468 2.053
C6 -0.458 -1.939 -2.246
C7 -0.809 0.279 0.926
C8 0.136 -0.259 1.718
C9 -1.719 -1.219 -2.571
H1 -2.613 1.527 -0.535
H2 2.666 0.185 3.380
H3 0.322 -0.505 -0.824
H4 -1.454 -0.163 -2.646
H5 0.226 -1.323 1.919
H6 2.067 2.429 2.221
H7 1.248 -1.768 -1.005
H8 -1.787 -0.119 0.644
H9 -1.940 3.123 -0.668
H10 0.760 3.246 0.463
H11 -2.544 -1.349 -1.869
H12 -1.284 1.697 -1.628
H13 -2.066 -1.701 -3.489

Computed properties:
Orbital gap   9.63 eV
LUMO energy   0.64 eV
Largest force on an atom   3.60 eV Å⁻¹
Total energy   -555.951801 hartree
HOMO energy   -9.0 eV
SMILES   Cc1ccc(O)cc1.CC(N)=O

Entry from OMol25: 2 unconnected molecules or ions with the total composition C9H13NO3S2 at a distorted geometry (the ωB97M-V functional and the def2-TZVPD basis).

Cartesian coordinates (Å):
S1 2.972 1.572 -1.498
S2 3.272 -1.479 0.096
O1 -2.453 0.707 0.583
O2 -1.829 -0.253 -1.381
O3 1.802 -0.345 2.070
N1 -0.391 -0.030 0.391
C1 0.776 -0.595 -0.055
C2 -3.792 0.886 0.123
C3 2.917 1.293 0.042
C4 3.453 1.727 1.296
C5 -1.591 0.100 -0.255
C6 -4.648 -0.337 0.431
C7 2.265 -1.949 -1.363
C8 1.840 -0.621 0.877
C9 1.078 -0.997 -1.432
H1 -4.284 -1.194 -0.129
H2 2.950 1.192 2.119
H3 2.900 -1.905 -2.244
H4 3.292 2.803 1.407
H5 1.371 -0.083 -1.998
H6 4.523 1.513 1.350
H7 -3.777 1.083 -0.954
H8 -5.676 -0.144 0.144
H9 0.216 -1.433 -1.937
H10 -4.162 1.766 0.657
H11 1.945 -2.977 -1.196
H12 -4.608 -0.564 1.492
H13 -0.359 0.265 1.364

Computed properties:
Orbital gap (alpha / beta)   6.55 / 6.96 eV
LUMO energy (alpha / beta)   -0.64 / -0.40 eV
Largest force on an atom   1.97 eV Å⁻¹
Total energy   -1427.516561 hartree
HOMO energy (alpha / beta)   -7.2 / -7.4 eV

Entry from OMol25: 2 unconnected molecules or ions with the total composition C9H13O6 at a distorted geometry (the ωB97M-V functional and the def2-TZVPD basis).

Cartesian coordinates (Å):
O1 0.437 -2.609 0.821
O2 -1.455 2.756 1.325
O3 1.876 -1.188 -1.138
O4 1.968 -0.261 0.211
O5 -2.326 2.674 2.220
O6 -1.365 1.000 0.736
C1 0.008 -1.491 0.176
C2 -0.181 1.025 0.096
C3 -0.473 0.818 -1.388
C4 0.488 -2.832 -1.935
C5 0.475 -1.479 -1.246
C6 -1.140 1.944 -2.087
C7 0.790 -0.068 2.213
C8 0.681 -0.182 0.652
C9 -0.247 -0.368 -2.018
H1 -0.499 -0.548 -3.077
H2 0.090 -2.644 1.729
H3 -1.074 -1.422 0.236
H4 1.338 0.862 2.468
H5 0.929 -2.772 -2.942
H6 -2.115 1.608 -2.493
H7 -1.289 2.764 -1.368
H8 1.056 -3.549 -1.323
H9 0.495 1.910 0.204
H10 -0.538 -3.199 -2.041
H11 -0.529 2.292 -2.945
H12 1.345 -0.941 2.620
H13 -0.219 -0.028 2.669

Computed properties:
Orbital gap (alpha / beta)   7.03 / 7.27 eV
LUMO energy (alpha / beta)   -2.31 / -2.06 eV
Largest force on an atom   4.69 eV Å⁻¹
Total energy   -801.807972 hartree
Spin multiplicity   2
HOMO energy (alpha / beta)   -9.3 / -9.3 eV
⟨S²⟩   0.788

Entry from OMol25: 2 unconnected molecules or ions with the total composition C9H14 at a distorted geometry (the ωB97M-V functional and the def2-TZVPD basis).

Cartesian coordinates (Å):
C1 0.185 0.934 1.448
C2 2.386 2.043 2.151
C3 2.109 0.911 -0.019
C4 -3.215 -1.557 -1.326
C5 -0.580 0.252 0.415
C6 -2.577 -2.877 -1.744
C7 1.485 1.236 1.179
C8 0.036 -0.137 -0.788
C9 1.442 0.045 -0.944
H1 -0.513 -0.761 -1.482
H2 3.258 2.405 1.568
H3 -2.940 -0.720 -1.974
H4 -1.617 0.100 0.670
H5 1.796 -0.435 -1.844
H6 -1.491 -2.875 -1.613
H7 2.852 1.498 2.961
H8 -0.206 1.373 2.365
H9 3.044 1.313 -0.362
H10 -4.309 -1.625 -1.454
H11 -3.086 -3.220 -2.641
H12 -2.987 -1.243 -0.306
H13 1.860 2.960 2.398
H14 -2.766 -3.727 -1.053

Computed properties:
Orbital gap (alpha / beta)   2.81 / 6.90 eV
LUMO energy (alpha / beta)   3.70 / 3.66 eV
Largest force on an atom   2.88 eV Å⁻¹
Total energy   -351.245730 hartree
Spin multiplicity   2
HOMO energy (alpha / beta)   0.9 / -3.2 eV
Total charge   -1
⟨S²⟩   0.761

> Which of these has the highest largest force on an atom?

C9H13O6